# 1
Density functional theory data (ωB97M-V with the def2-TZVPD basis set) for C8H26F24LiN4O29S8 as an isolated structure in a non-equilibrium geometry.

Computed properties:
Energy relative to the best compared isomer or geometry (same formula, charge and spin)   0.0 kJ/mol
E_tot   -226164.547 eV
HOMO   -3.341 eV
Charge   -3
Gap between HOMO and LUMO   7.63 eV

Last column: Mulliken charge in e.
CARTESIAN COORDINATES (ANGSTROEM)
S  -6.26376  -18.30180  -1.86036  0.25
S  -5.68000  -24.03494  1.25155  0.90
S  -2.00477  -17.13495  3.87673  1.23
S  -2.32502  -19.01807  2.09761  0.80
S  -6.18943  -13.96003  -8.39408  1.07
S  -7.76629  -24.39574  2.78805  1.26
S  -8.23317  -17.03245  -0.68304  0.95
S  -7.31525  -15.40003  -6.53230  0.85
F  0.14705  -17.14767  5.37912  -0.23
F  -7.22016  -25.17631  -0.50466  -0.24
F  -4.33797  -12.16063  -7.81135  -0.23
F  -4.54145  -20.14531  -2.59383  -0.11
F  -8.86003  -26.76837  3.11520  -0.23
F  -4.38212  -20.46485  1.40871  -0.05
F  -4.55841  -19.63715  3.40568  -0.24
F  -9.42483  -16.96314  -3.02996  0.01
F  -5.48481  -24.26102  -1.40008  -0.21
F  -6.28270  -11.31290  -8.17275  -0.25
F  -7.59344  -26.16147  4.75143  -0.23
F  -1.61234  -17.91162  6.37886  -0.24
F  -9.51103  -25.21255  4.50102  -0.21
F  -6.59341  -20.75589  -2.77964  -0.20
F  -5.64770  -20.67794  -0.82308  -0.17
F  -9.67781  -14.22773  -6.88329  -0.23
F  -10.70040  -16.58278  -1.34076  -0.22
F  -10.05567  -18.61330  -1.73749  -0.30
F  -1.40143  -15.78667  6.03883  -0.22
F  -5.26895  -26.12157  -0.30646  -0.22
F  -9.24372  -14.76083  -4.81137  -0.11
F  -5.11123  -12.05438  -9.83432  -0.22
F  -9.73014  -16.30514  -6.24339  -0.23
F  -3.20302  -21.28368  3.05249  -0.23
O  -7.03262  -14.04271  -9.56298  -0.68
O  -1.31435  -16.15908  3.06864  -0.69
O  -2.14614  -19.05014  -4.81420  -0.68
O  -5.01643  -14.79819  -8.38140  -0.65
O  -8.34718  -21.65120  -0.31158  -0.30
O  -5.13407  -17.59704  -1.36161  -0.19
O  -6.61033  -15.72941  -5.33308  -0.49
O  -3.44646  -14.62936  -2.11364  -0.63
O  -6.36973  -22.78846  1.07496  -0.39
O  -6.79214  -18.00837  -3.16089  -0.21
O  -7.34224  -16.40246  -7.54974  -0.64
O  -8.26928  -17.43173  3.53294  -0.57
O  -8.79306  -24.27886  1.76182  -0.67
O  -6.74562  -13.30441  -3.69395  -0.61
O  -7.53305  -15.96872  -1.29532  -0.40
O  -8.78791  -16.79858  0.61840  -0.85
O  -2.61452  -17.23129  -2.79521  -0.52
O  -2.48804  -22.79054  -2.21026  -0.64
O  -4.30231  -23.99809  1.53796  -0.64
O  -11.96035  -13.68916  -3.08831  -0.65
O  -12.05782  -16.29818  -4.30644  -0.68
O  -7.42354  -14.61016  2.00784  -0.69
O  -3.39533  -16.86245  4.08887  -0.59
O  -7.61664  -23.27999  3.67180  -0.67
O  -8.22697  -19.85255  -5.26450  -0.64
O  -2.91748  -17.95452  1.36164  -0.41
O  -1.43857  -19.83555  1.33166  -0.65
O  -4.83734  -15.65189  1.40938  -0.46
O  -5.44569  -22.60701  -4.51307  -0.62
N  -7.44155  -18.46300  -0.74773  0.03
N  -6.42393  -25.06078  2.26450  -0.56
N  -1.68211  -18.68243  3.55470  -0.57
N  -6.95752  -13.88746  -7.01652  -0.34
C  -5.73077  -20.07444  -1.98650  0.27
C  -5.44209  -12.28115  -8.57619  0.58
C  -5.90723  -24.97615  -0.33814  0.66
C  -3.71637  -20.16489  2.53745  0.62
C  -1.16503  -16.99085  5.50551  0.49
C  -8.48022  -25.70940  3.84569  0.48
C  -9.67993  -17.31320  -1.78993  0.39
C  -9.10883  -15.12899  -6.09531  0.63
Li  -8.11750  -19.89099  0.45628  0.76
H  -2.07005  -17.32740  -2.00488  0.27
H  -4.05034  -15.10307  1.48417  0.20
H  -4.50033  -16.50762  1.10995  0.24
H  -2.03704  -17.46150  -3.53717  0.27
H  -11.33073  -16.69467  -3.81070  0.31
H  -3.27108  -14.72889  -1.17240  0.28
H  -6.46046  -14.73860  1.97750  0.41
H  -7.77271  -15.40064  1.58023  0.34
H  -8.86987  -22.00521  -1.03468  0.14
H  -8.65116  -18.15015  4.04768  0.28
H  -3.35724  -23.15557  -2.01772  0.31
H  -5.87691  -23.45446  -4.36823  0.28
H  -2.65074  -22.11898  -2.87916  0.31
H  -6.97951  -12.99761  -2.81327  0.29
H  -3.46794  -15.54650  -2.44614  0.34
H  -2.76728  -19.27668  -5.51399  0.32
H  -7.68818  -20.64663  -5.22880  0.27
H  -6.59089  -14.25368  -3.59733  0.30
H  -7.67606  -19.17021  -4.84983  0.32
H  -8.05626  -17.82526  2.67833  0.27
H  -6.07055  -21.94914  -4.17948  0.31
H  -11.53389  -13.75208  -2.22848  0.31
H  -11.76575  -14.53657  -3.52273  0.35
H  -12.70908  -16.99988  -4.38916  0.27
H  -7.96135  -22.41666  0.16030  0.28
H  -2.47434  -19.51270  -4.03492  0.34

# 2
Density functional theory data (ωB97M-V with the def2-TZVPD basis set) for C8H26FeN4O5 as an isolated structure in a non-equilibrium geometry.

Computed properties:
Energy relative to the best compared isomer or geometry (same formula, charge and spin)   0.0 kJ/mol
E_tot   -59297.020 eV
HOMO (alpha / beta)   -4.804 / -5.228 eV
Multiplicity   5
Gap between HOMO and LUMO (alpha / beta)   4.92 / 5.32 eV

Last column: Mulliken charge in e.
CARTESIAN COORDINATES (ANGSTROEM)
Fe  0.09335  0.05484  0.02159  -0.35
O  -3.02287  -0.47491  -0.20346  -0.50
O  1.91504  -0.49857  -2.30450  -0.59
O  0.24048  -2.37640  0.53003  -0.69
O  4.28326  2.31118  -1.79532  -0.54
O  -0.91400  2.18544  -0.11132  -0.78
N  0.55336  -0.46317  -1.79502  0.48
N  -1.68328  -0.48232  -0.83039  -0.33
N  1.88362  0.47494  0.86120  -0.32
N  -0.70326  0.06721  2.08240  -0.41
C  2.95656  2.78201  -1.44579  -0.28
C  2.17623  -0.33306  2.07285  -0.68
C  -1.68649  -0.91060  -2.08735  0.58
C  1.46136  0.20371  3.28203  -0.72
C  -0.35011  -0.96618  -2.63316  0.47
C  -2.87538  -1.33392  -2.83150  -1.60
C  -0.06541  -1.48889  -3.97097  -1.63
C  0.11689  0.83132  3.03927  -0.68
H  2.77646  2.57355  -0.36317  -0.07
H  -0.76922  -0.92382  2.37242  0.29
H  -0.73480  -2.32682  -4.17542  0.40
H  -0.27025  -0.72764  -4.73053  0.28
H  -1.31346  1.43398  -0.63583  0.48
H  1.38837  -0.62282  3.98804  0.39
H  0.96081  -1.84151  -4.10804  0.40
H  -0.45356  0.90518  3.97793  0.41
H  2.90551  3.89596  -1.58525  0.36
H  -2.89622  -0.15919  0.72908  0.26
H  0.22058  1.84172  2.62505  0.34
H  4.47375  2.74694  -2.64981  0.32
H  2.07350  0.96826  3.76183  0.30
H  2.46945  0.07435  -1.71554  0.27
H  -0.58231  -1.87038  0.28275  0.40
H  3.26997  -0.31398  2.20808  0.43
H  -2.97319  -2.42319  -2.80823  0.27
H  2.66292  0.39828  0.19270  0.26
H  2.18198  2.29914  -2.09376  0.26
H  -3.81091  -0.89481  -2.47638  0.42
H  -2.74894  -1.05072  -3.87635  0.39
H  1.85823  1.48462  1.07132  0.26
H  0.94086  -1.90873  -0.00962  0.42
H  -1.68754  0.38989  2.15533  0.27
H  1.86740  -1.35476  1.83404  0.39
H  -0.85468  1.80748  0.81033  0.36

# 3
Density functional theory data (ωB97M-V with the def2-TZVPD basis set) for C8H26FeN4O5 as an isolated structure in a non-equilibrium geometry.

Computed properties:
Energy relative to the best compared isomer or geometry (same formula, charge and spin)   66.1 kJ/mol
E_tot   -59296.335 eV
HOMO (alpha / beta)   -6.279 / -6.856 eV
Multiplicity   5
Gap between HOMO and LUMO (alpha / beta)   5.98 / 6.55 eV

Last column: Mulliken charge in e.
CARTESIAN COORDINATES (ANGSTROEM)
Fe  -0.29996  -0.43682  -0.27118  0.57
O  -3.29011  0.72244  -0.62475  -0.78
O  2.04222  1.77755  2.08857  -0.66
O  -4.93501  -1.58296  -1.59860  -0.64
O  1.79816  1.68089  -0.55156  -0.57
O  0.71441  -4.39527  -3.17715  -0.67
N  -1.80340  -0.54935  1.37108  -0.36
N  1.07350  -0.84043  1.18310  -0.25
N  -2.06270  1.04742  -0.79681  0.47
N  0.44224  1.35996  -0.67969  0.31
C  0.00507  -1.74524  -1.25155  -1.17
C  -0.16616  2.19628  -1.52479  0.53
C  0.63847  3.21590  -2.26858  -1.33
C  -2.44612  3.06675  -2.33266  -1.56
C  0.73731  -2.07266  1.95169  -0.61
C  -1.27834  -0.64552  2.74932  -0.78
C  -0.37392  -1.85756  2.96583  -0.54
C  -1.59990  2.07197  -1.57220  0.24
H  -2.14968  -0.72992  3.42199  0.41
H  -3.46973  2.98176  -1.97000  0.37
H  0.46934  -2.86550  1.22696  0.32
H  1.38608  -3.81201  -3.52446  0.32
H  -2.38105  0.29502  1.22185  0.30
H  -0.75078  -2.12039  -0.58105  0.24
H  -2.45428  2.92084  -3.42636  0.31
H  1.17179  3.94368  -1.63557  0.29
H  -4.29522  -2.31736  -1.96401  0.33
H  -0.98833  -2.76672  3.00050  0.32
H  -2.43736  -1.31606  1.15588  0.21
H  1.31170  -0.04717  1.80504  0.27
H  -0.75385  0.30370  2.97031  0.30
H  -4.18255  -1.23259  -1.05411  0.29
H  1.43802  2.75191  -2.86328  0.32
H  0.05216  3.82110  -2.97929  0.35
H  0.49217  -2.62794  -1.80202  0.05
H  2.94699  1.98237  2.39132  0.28
H  1.64535  -2.38228  2.49246  0.38
H  -2.16958  4.13064  -2.23067  0.37
H  1.52309  2.56748  2.29311  0.30
H  1.17236  -4.84448  -2.40950  0.32
H  0.06309  -1.75247  3.96991  0.28
H  1.98535  1.70694  0.42774  0.46
H  -0.56662  -1.06585  -2.04111  0.09
H  1.88431  -1.02888  0.59644  0.30

# 4
Density functional theory data (ωB97M-V with the def2-TZVPD basis set) for C8H26N2O4 as an isolated structure in a non-equilibrium geometry.

Computed properties:
Energy relative to the best compared isomer or geometry (same formula, charge and spin)   971.3 kJ/mol
E_tot   -19877.471 eV
HOMO   -7.473 eV
Gap between HOMO and LUMO   7.63 eV

Last column: Mulliken charge in e.
CARTESIAN COORDINATES (ANGSTROEM)
O  -2.49513  -0.04134  -1.95815  -0.60
O  -1.62781  0.95486  2.00128  -0.43
O  1.69121  0.67158  0.59346  -0.53
O  -0.77853  -1.47658  -1.35846  -0.63
N  0.62411  -1.36182  0.20270  -0.95
N  1.33017  -1.32074  -1.81280  -0.62
C  1.73151  1.76649  1.40709  -0.89
C  -2.75086  0.31016  2.64801  -0.82
C  -1.08623  0.27890  0.93929  0.66
C  1.21719  0.60270  -3.20309  -1.44
C  -0.31217  -1.02125  1.27400  0.39
C  1.70827  0.08375  -1.81815  0.27
C  1.17509  0.91517  -0.65293  -1.27
C  0.43935  -0.99525  2.58503  -1.38
H  -3.69714  0.58560  2.18237  0.30
H  2.79675  0.11917  -1.77271  0.61
H  1.42018  -1.79488  -0.92555  0.19
H  -2.77923  -0.77932  2.66654  0.34
H  2.08547  0.47080  -3.84869  0.40
H  -2.97117  -0.26839  -2.75694  0.30
H  2.44457  2.53460  1.10765  0.38
H  1.09829  -0.13736  2.71900  0.03
H  1.20794  1.99066  -0.82716  0.58
H  -0.13040  -0.85541  -1.69059  0.30
H  0.34409  0.06235  -3.56889  0.34
H  -0.23511  -0.97299  3.44101  0.39
H  1.07338  1.68298  -3.18293  0.32
H  1.93654  1.53292  2.45184  0.31
H  1.00173  -1.92565  2.50662  0.42
H  0.03723  -1.30957  -0.61760  0.17
H  1.29970  -0.61627  0.11411  0.67
H  1.91261  -1.86039  -2.43702  0.28
H  0.75606  2.25270  1.39317  0.40
H  0.10422  0.78595  -0.49585  0.48
H  -0.94651  -1.89837  1.40203  0.77
H  -2.68143  0.65895  3.67835  0.29
H  -3.16673  0.29893  -1.36705  0.25
H  -0.41045  1.07541  0.62788  -0.09
H  -1.60816  -1.18138  -1.73367  0.45
H  -1.75860  0.18230  0.08683  -0.64

# 5
Density functional theory data (ωB97M-V with the def2-TZVPD basis set) for a 5-piece molecular cluster, C8H26N2O5 overall in a non-equilibrium geometry.

Computed properties:
Energy relative to the best compared isomer or geometry (same formula, charge and spin)   0.0 kJ/mol
E_tot   -21933.437 eV
HOMO   -9.385 eV
Structure (SMILES)   NC(N)=O.CCO.CCO.CCO.CO
Gap between HOMO and LUMO   10.00 eV

Last column: Mulliken charge in e.
CARTESIAN COORDINATES (ANGSTROEM)
O  -18.40728  -2.21557  27.11227  -0.69
O  -15.61883  0.68342  28.95410  -0.41
O  -15.34263  -2.12424  29.53336  -0.64
O  -15.14432  -1.07774  25.01901  -0.66
O  -15.27525  2.93602  27.16436  -0.57
N  -16.25265  -3.20829  27.17093  -0.28
N  -17.13186  -2.98366  25.24500  -0.51
C  -15.44019  -0.09928  25.91191  0.41
C  -17.28707  -2.77413  26.52774  0.50
C  -16.76100  0.53621  25.44470  -1.22
C  -14.42291  3.98851  27.48771  -0.32
C  -13.98696  -2.03269  29.92650  -0.14
C  -14.84648  4.60215  28.84076  -1.08
C  -13.27905  -3.35124  29.73644  -1.17
C  -17.03565  0.54081  29.03062  -0.70
H  -17.69792  -0.11054  25.55309  0.34
H  -16.69141  0.85945  24.40132  0.31
H  -15.88827  -1.67176  24.89705  0.44
H  -13.42611  3.62445  27.50305  0.34
H  -13.69576  -1.14015  29.41419  0.29
H  -15.90398  4.79367  28.67874  0.28
H  -15.48735  -0.53754  26.90597  -0.12
H  -14.80606  3.86921  29.68468  0.26
H  -14.54861  4.78104  26.78262  0.35
H  -15.41439  1.40566  28.32674  0.28
H  -17.46091  1.54604  29.27053  0.32
H  -15.38613  -3.49793  26.73526  0.25
H  -13.93485  -1.72735  30.98851  0.23
H  -15.76116  -1.25207  29.48518  0.25
H  -17.41898  0.30429  28.05485  0.20
H  -13.21819  -3.57724  28.68453  0.28
H  -12.27404  -3.21578  30.05727  0.42
H  -15.11134  2.59426  26.26597  0.21
H  -17.89655  -2.54073  24.71041  0.28
H  -16.94521  1.49016  25.90217  0.44
H  -13.82626  -4.15572  30.28556  0.26
H  -14.54077  0.58048  25.90470  0.29
H  -17.43024  -0.29956  29.69286  0.34
H  -16.49900  -3.71496  24.82603  0.26
H  -16.18084  -2.84388  28.12504  0.30
H  -14.29694  5.50269  29.05347  0.37

Question: Among the records above, which one has the lowest E_tot?
Answer: C8H26F24LiN4O29S8

Question: Which value of E_tot does entry 4 give?
Answer: -19877.471 eV